C42H108Cl10O22 | the ωB97M-V functional and the def2-TZVPD basis

Last column: Mulliken charge in e.
Cartesian coordinates (Å):
1 C -0.577 3.246 4.549  -0.351
2 O 0.217 2.916 3.431  -0.310
3 H -1.636 3.264 4.376  -0.104
4 H -0.341 2.463 5.273  0.420
5 H -0.232 4.198 5.001  0.198
6 H 0.244 3.716 2.821  0.265
7 C 5.268 1.939 -1.406  -0.722
8 O 6.129 1.039 -0.735  -0.545
9 H 4.211 1.961 -1.195  0.197
10 H 5.701 2.963 -1.283  0.411
11 H 5.217 1.750 -2.471  0.305
12 H 5.942 0.137 -1.068  0.418
13 C 0.401 0.668 -2.159  0.045
14 O 0.340 -0.739 -2.005  0.330
15 H 0.148 0.876 -3.208  0.288
16 H -0.397 1.036 -1.489  0.149
17 H 1.363 1.174 -1.972  -0.434
18 H 0.028 -0.897 -1.113  -0.472
19 C -8.474 -0.757 0.341  -0.574
20 O -7.353 -1.147 1.099  -0.396
21 H -8.763 0.273 0.526  0.228
22 H -8.363 -0.863 -0.725  0.256
23 H -9.209 -1.450 0.783  0.243
24 H -6.546 -0.836 0.627  0.218
25 C 6.033 2.502 2.565  -0.462
26 O 7.056 1.869 1.778  -0.537
27 H 6.513 3.081 3.384  0.316
28 H 5.393 3.209 2.029  0.192
29 H 5.367 1.777 3.060  0.155
30 H 6.626 1.535 0.988  0.386
31 C -4.796 -4.140 1.275  -0.501
32 O -3.887 -3.560 2.188  -0.433
33 H -4.667 -5.197 1.316  0.275
34 H -5.803 -3.951 1.630  0.266
35 H -4.707 -3.742 0.236  0.106
36 H -3.052 -4.036 2.103  0.327
37 C -1.764 -6.830 1.667  -0.861
38 O -1.651 -5.453 1.892  -0.265
39 H -1.786 -7.287 2.684  0.283
40 H -2.694 -6.934 1.135  0.246
41 H -0.987 -7.219 1.005  0.286
42 H -0.768 -5.131 1.636  0.491
43 C -0.374 -3.355 5.440  -0.216
44 Cl -0.963 -1.806 4.844  -0.072
45 Cl 1.428 -3.579 5.336  -0.142
46 H -0.709 -3.461 6.439  0.425
47 H -0.771 -4.159 4.829  0.022
48 C -5.707 1.139 3.017  -0.550
49 Cl -5.943 2.151 1.558  -0.078
50 Cl -4.052 1.299 3.612  -0.101
51 H -6.392 1.469 3.839  0.424
52 H -5.955 0.111 2.790  0.323
53 C -2.484 -1.080 -4.498  0.809
54 Cl -3.506 0.021 -5.460  -0.166
55 Cl -3.309 -2.628 -4.232  -0.198
56 H -1.605 -1.325 -5.034  0.450
57 H -2.286 -0.591 -3.569  -0.906
58 C -6.735 1.114 -3.788  0.194
59 Cl -6.804 2.204 -5.262  -0.187
60 Cl -6.772 2.120 -2.325  -0.120
61 H -7.625 0.470 -3.796  0.329
62 H -5.831 0.508 -3.806  -0.223
63 C -2.891 4.065 1.081  0.640
64 Cl -1.705 3.177 0.146  0.223
65 Cl -4.188 4.667 0.049  -0.164
66 H -3.279 3.468 1.877  -0.464
67 H -2.496 4.967 1.571  -0.338
68 C 4.651 -1.777 -2.799  -0.666
69 O 5.458 -1.470 -1.682  -0.342
70 C 6.099 -2.611 -1.062  -0.574
71 C 7.043 -2.186 0.026  -0.909
72 O 6.350 -1.917 1.199  0.145
73 C 7.150 -1.500 2.274  -0.582
74 C 6.284 -1.443 3.541  -0.455
75 O 5.817 -2.681 3.917  -0.532
76 C 4.512 -3.061 3.413  -0.116
77 H 5.303 -2.124 -3.625  0.374
78 H 4.070 -0.912 -3.161  0.003
79 H 3.925 -2.551 -2.483  0.311
80 H 6.673 -3.156 -1.843  0.526
81 H 5.377 -3.279 -0.645  0.193
82 H 7.615 -1.309 -0.327  0.366
83 H 7.727 -3.030 0.157  0.467
84 H 7.434 -0.468 2.051  0.398
85 H 7.994 -2.216 2.383  0.346
86 H 5.473 -0.690 3.299  0.012
87 H 6.870 -0.958 4.323  0.425
88 H 3.698 -2.469 3.824  0.120
89 H 4.419 -4.098 3.734  0.247
90 H 4.571 -3.049 2.311  0.090
91 C -5.152 5.075 3.961  -0.551
92 O -4.171 6.038 3.723  -0.325
93 C -3.224 6.028 4.755  -0.455
94 C -1.943 6.742 4.279  -0.837
95 O -1.311 6.128 3.172  0.103
96 C -0.193 6.923 2.728  -0.712
97 C 0.397 6.439 1.440  -0.596
98 O 0.985 5.182 1.728  -0.312
99 C 1.731 4.661 0.678  -0.636
100 H -5.785 5.355 4.849  0.374
101 H -4.732 4.096 4.120  0.113
102 H -5.785 4.982 3.085  0.242
103 H -2.932 4.999 4.996  0.220
104 H -3.542 6.535 5.657  0.425
105 H -1.267 6.730 5.139  0.353
106 H -2.236 7.782 3.967  0.394
107 H 0.609 6.873 3.489  0.286
108 H -0.589 7.941 2.606  0.448
109 H 1.133 7.153 1.094  0.446
110 H -0.355 6.304 0.701  0.273
111 H 2.680 5.273 0.539  0.329
112 H 1.169 4.494 -0.258  0.244
113 H 2.050 3.724 1.069  0.108
114 C 1.801 -5.819 2.370  -0.446
115 O 1.089 -5.128 1.369  -0.245
116 C 1.771 -4.244 0.462  -1.016
117 C 0.710 -3.670 -0.474  1.621
118 O 0.344 -4.653 -1.414  -0.698
119 C -0.787 -4.241 -2.216  1.192
120 C -0.896 -5.191 -3.389  -0.800
121 O -1.372 -6.454 -2.895  -0.383
122 C -2.791 -6.432 -2.808  -0.570
123 H 1.021 -6.314 2.978  0.244
124 H 2.397 -5.131 2.932  -0.136
125 H 2.478 -6.628 2.002  0.241
126 H 2.510 -4.830 -0.076  0.450
127 H 2.292 -3.449 0.979  -0.005
128 H 1.205 -2.865 -1.017  -0.189
129 H -0.188 -3.436 0.094  -0.305
130 H -0.548 -3.218 -2.589  -0.370
131 H -1.678 -4.191 -1.623  -0.195
132 H 0.127 -5.388 -3.689  0.389
133 H -1.503 -4.784 -4.194  0.301
134 H -3.213 -5.633 -2.205  0.174
135 H -3.078 -7.404 -2.411  0.257
136 H -3.251 -6.363 -3.809  0.291
137 C 3.160 -1.132 -5.685  -1.085
138 O 2.586 -0.161 -4.854  0.132
139 C 3.155 1.166 -4.913  -0.152
140 C 2.358 2.085 -5.855  -0.985
141 O 1.125 2.335 -5.247  0.039
142 C 0.288 3.228 -5.915  -0.814
143 C -1.084 3.368 -5.388  0.008
144 O -1.016 3.969 -4.129  -0.332
145 C -2.149 3.862 -3.344  -0.370
146 H 2.687 -2.077 -5.462  0.279
147 H 4.225 -1.262 -5.564  0.417
148 H 2.987 -1.006 -6.762  0.231
149 H 4.183 1.025 -5.189  0.616
150 H 3.130 1.679 -3.946  -0.059
151 H 2.267 1.703 -6.840  0.398
152 H 2.956 3.022 -5.957  0.376
153 H 0.201 2.953 -6.990  0.351
154 H 0.738 4.254 -5.864  0.251
155 H -1.568 2.388 -5.310  -0.019
156 H -1.626 3.973 -6.174  0.383
157 H -2.291 2.882 -2.855  -0.029
158 H -3.108 4.163 -3.825  0.347
159 H -2.076 4.540 -2.523  0.215
160 C 3.343 -0.539 0.386  0.377
161 O 2.122 -0.826 1.100  0.041
162 C 1.460 0.429 1.359  -0.533
163 C 0.069 0.048 1.780  0.047
164 O -0.736 -0.411 0.624  1.046
165 C -2.107 -0.665 0.873  -0.306
166 C -2.715 -1.368 -0.270  0.077
167 O -2.807 -0.674 -1.514  0.352
168 C -3.853 0.252 -1.521  0.542
169 H 3.141 0.063 -0.496  -0.281
170 H 3.843 -1.430 0.090  -0.136
171 H 4.000 0.012 1.066  0.194
172 H 1.385 0.967 0.374  -0.268
173 H 1.955 1.031 2.155  0.598
174 H -0.416 0.900 2.261  0.196
175 H 0.184 -0.761 2.548  -0.421
176 H -2.620 0.276 1.082  -0.158
177 H -2.321 -1.310 1.731  0.320
178 H -3.722 -1.659 0.087  -0.033
179 H -2.197 -2.319 -0.442  -1.341
180 H -4.835 -0.186 -1.220  -0.040
181 H -3.859 0.619 -2.561  -0.175
182 H -3.730 1.178 -0.848  -0.126

## Properties
* largest force on an atom: 2.3 eV/A
* HOMO-LUMO gap: 9.83 eV
* E_HOMO: -9.31 eV